# 1
Below is one molecule with the formula C5H7Cl in a non-equilibrium geometry, with properties calculated with ωB97M-V with the def2-TZVPD basis set.

Its SMILES is C#CCCCCl. The total charge is 0.

Each line ends with the Mulliken charge.
Atoms and positions in Å:
1 C -2.68 -1.41 0.81  -0.118
2 C -1.57 -0.89 0.55  -0.451
3 C -0.35 -0.70 -0.22  -0.478
4 C 0.57 0.45 0.38  -0.609
5 C 1.54 1.04 -0.59  -0.492
6 Cl 2.59 2.27 0.09  -0.204
7 H -3.62 -1.78 1.01  0.420
8 H 0.10 -1.67 -0.23  0.304
9 H -0.61 -0.41 -1.23  0.318
10 H -0.06 1.28 0.74  0.348
11 H 0.95 -0.06 1.21  0.338
12 H 2.18 0.34 -1.06  0.360
13 H 0.96 1.54 -1.47  0.264

# 2
Below is one molecule with the formula C5H7Cl in a non-equilibrium geometry, with properties calculated with ωB97M-V with the def2-TZVPD basis set.

Its SMILES is C=C/C(Cl)=C/C. The total charge is 0.

Each line ends with the Mulliken charge.
Atoms and positions in Å:
1 C -1.57 -1.85 -1.12  -0.742
2 C -0.65 -1.40 -0.28  -0.206
3 C -0.06 -0.12 -0.26  0.650
4 Cl -0.32 0.92 -1.73  -0.265
5 C 0.63 0.47 0.68  -0.228
6 C 1.28 1.81 0.73  -1.221
7 H -1.78 -1.53 -2.10  0.270
8 H -2.08 -2.77 -0.87  0.247
9 H -0.64 -1.90 0.70  0.207
10 H 0.80 0.00 1.65  0.281
11 H 2.19 1.61 1.36  0.277
12 H 0.73 2.44 1.39  0.318
13 H 1.47 2.31 -0.15  0.411

# 3
Below is one molecule with the formula C5H7Cl in a non-equilibrium geometry, with properties calculated with ωB97M-V with the def2-TZVPD basis set.

Its SMILES is C[C@H]1[C@@H]2[C@@H](Cl)[C@H]12. The total charge is 0.

Each line ends with the Mulliken charge.
Atoms and positions in Å:
1 C -1.15 0.70 0.11  -1.463
2 C 0.13 -0.03 0.47  0.211
3 C 0.47 -1.17 -0.55  -0.422
4 C 1.91 -1.26 -0.11  0.275
5 Cl 3.18 -1.92 -1.23  -0.212
6 C 1.34 0.07 -0.41  -0.579
7 H -1.17 0.84 -0.91  0.389
8 H -1.36 1.68 0.48  0.384
9 H -2.00 0.06 0.56  0.271
10 H 0.16 -0.17 1.60  0.237
11 H -0.24 -1.52 -1.38  0.284
12 H 2.04 -1.30 1.04  0.244
13 H 1.53 0.82 -1.05  0.381

ΔE to the lowest compared entry with this formula, charge and spin across the listed records, respectively: 196.6; 101.9; 260.3 kJ/mol.
Frontier orbital gap across the listed records, respectively: 10.772; 9.686; 10.794 eV.
LUMO level across the listed records, respectively: 0.0307; 0.0300; 0.0420 Ha.